i:
C3H5BrN3 as an isolated structure. Source: OMol25; level of theory: ωB97M-V/def2-TZVPD.

Positions of all 12 atoms, in Å:
Br  -0.781  3.310  -0.440
N  -0.799  0.591  -0.515
N  -0.697  -2.263  0.075
N  0.935  -0.173  0.576
C  -0.041  1.671  -0.081
C  -0.205  -0.463  -0.022
C  1.128  1.198  0.456
H  -1.501  -2.288  -0.589
H  -0.008  -2.842  -0.329
H  2.093  1.509  0.833
H  -1.605  0.553  -1.100
H  1.481  -0.803  1.134

Calculated values
- charge = +1
- frontier orbital gap (eV) = 10.1254
- E_LUMO (eV) = -3.74

ii:
An isolated ion of composition C3H5BrN3 and charge +1. Source: OMol25; level of theory: ωB97M-V/def2-TZVPD.

Positions of all 12 atoms, in Å:
Br  1.340  -0.949  2.214
N  -0.594  -1.949  -0.488
N  1.306  -0.364  0.497
N  -1.324  0.303  -0.307
C  -1.467  -1.104  -0.200
C  -0.436  1.127  -0.377
C  1.027  0.937  0.083
H  -0.550  2.137  -0.794
H  1.367  1.801  0.901
H  0.358  -1.994  -0.809
H  1.447  1.360  -0.853
H  -2.475  -1.305  0.132

Calculated values
- charge = +1
- frontier orbital gap (spin up / spin down) (eV) = 6.2156 / 6.2284
- E_LUMO (spin up / spin down) (eV) = -8.08 / -8.07

On energetic grounds, i is preferred over the next structure by 0.1749 hartree.

i:
A 20-piece molecular cluster, H39O20 overall. Source: OMol25; level of theory: ωB97M-V/def2-TZVPD.

Positions of all 59 atoms, in Å:
O  -2.077  3.344  -2.612
O  -3.324  1.583  -1.284
O  -0.987  1.699  1.325
O  1.424  -1.727  2.164
O  -0.438  -0.754  -2.832
O  -0.390  -3.762  -0.539
O  1.491  -2.475  5.328
O  4.456  -0.824  -2.035
O  2.365  3.273  1.727
O  2.840  -2.779  -2.669
O  -1.373  0.277  -0.626
O  -6.012  -0.351  -0.181
O  3.754  -0.895  0.632
O  1.782  -1.702  -0.389
O  0.728  1.614  2.909
O  -1.870  -3.655  -2.950
O  -0.166  3.377  -0.267
O  -4.439  2.018  1.500
O  -0.778  -0.015  3.822
O  1.782  1.986  -2.149
H  4.960  -0.465  -2.664
H  -1.294  -4.043  -0.245
H  2.166  -0.874  -0.452
H  -2.918  2.050  -0.443
H  -0.523  -0.217  -2.047
H  1.286  2.473  -2.764
H  1.950  -2.476  -1.028
H  -0.713  -0.371  2.899
H  2.990  -1.886  -2.832
H  -1.289  0.957  -1.108
H  1.802  -2.098  4.565
H  -1.632  -3.011  -3.555
H  -1.404  -3.404  -2.226
H  -0.337  -2.735  -0.732
H  -1.377  2.789  -2.175
H  -4.216  2.998  1.150
H  0.636  0.716  2.462
H  1.786  3.554  1.045
H  -1.605  0.022  4.271
H  0.378  -0.765  -3.230
H  0.770  3.364  -0.078
H  4.399  -1.277  0.075
H  1.187  -2.516  1.632
H  -0.241  0.921  1.378
H  -5.536  -0.979  -0.811
H  0.756  -2.942  4.888
H  -2.221  2.737  -3.376
H  -1.289  1.322  0.401
H  3.172  -1.676  1.023
H  -3.705  1.647  1.923
H  3.052  -2.952  -1.730
H  4.121  0.012  -1.864
H  -3.071  0.563  -1.186
H  1.800  3.254  2.494
H  -5.130  0.123  -0.120
H  1.989  -1.139  1.625
H  1.095  1.254  -1.738
H  -0.469  2.892  0.678
H  -0.095  1.946  3.020

Calculated values
- charge = -1
- frontier orbital gap (eV) = 8.2265
- E_LUMO (eV) = 1.82

ii:
A 20-piece molecular cluster, H39O20 overall. Source: OMol25; level of theory: ωB97M-V/def2-TZVPD.

Positions of all 59 atoms, in Å:
O  -1.444  -0.816  -3.066
O  -1.351  2.083  1.744
O  0.635  -0.187  2.497
O  1.059  4.528  -2.670
O  1.526  -0.360  -1.801
O  -1.826  1.155  -0.690
O  -0.953  -1.187  4.657
O  2.107  2.621  4.376
O  2.311  -1.337  0.766
O  1.012  -5.666  -1.430
O  -2.970  -3.399  1.098
O  1.681  2.844  1.448
O  -0.305  -2.684  -1.031
O  4.933  -1.072  1.398
O  -2.282  -0.389  1.913
O  -2.328  4.347  2.980
O  -2.524  -1.283  -0.604
O  0.066  -1.922  -4.949
O  0.642  0.771  -5.241
O  0.631  2.271  -1.062
H  -2.038  -1.204  -2.369
H  1.945  -1.932  0.088
H  -2.718  -2.572  0.634
H  0.732  -4.842  -1.758
H  0.158  0.899  -6.066
H  0.515  -0.181  -5.060
H  -1.594  2.042  0.770
H  0.565  -0.601  3.368
H  -2.618  1.638  -0.952
H  1.588  -0.812  -0.947
H  -1.616  4.623  3.569
H  -0.208  -0.299  2.036
H  2.416  -0.292  -2.164
H  1.773  2.702  3.465
H  -0.711  -2.219  -5.410
H  5.095  -0.140  1.545
H  -0.842  -0.252  -2.588
H  -1.898  -1.199  4.800
H  -2.222  -0.676  0.968
H  -0.529  -1.656  5.392
H  -3.472  -1.364  -0.759
H  1.207  1.504  -1.253
H  1.898  -5.502  -1.111
H  1.452  3.216  0.577
H  -0.989  -2.132  -0.598
H  1.358  5.101  -1.953
H  -2.088  0.162  -0.544
H  -2.263  0.534  2.191
H  -2.002  3.508  2.574
H  -2.367  -4.029  0.705
H  -0.293  1.964  -1.133
H  1.623  1.912  1.221
H  2.229  1.682  4.469
H  -0.548  2.629  1.621
H  0.967  3.636  -2.273
H  1.596  -1.153  1.424
H  -0.416  -2.338  -1.923
H  3.958  -1.120  1.222
H  -0.265  -1.553  -4.109

Calculated values
- charge = -1
- frontier orbital gap (eV) = 10.1316
- E_LUMO (eV) = 2.27

On energetic grounds, ii is preferred over the next structure by 0.3772 hartree.